(1)
A molecular structure, C8H28HfN14O10 at a distorted geometry, computed with ωB97M-V/def2-TZVPD.

Each line ends with the Löwdin charge.
CARTESIAN COORDINATES (ANGSTROEM)
Hf  -0.6781  1.7940  -0.3481  2.194
C  0.0279  0.1287  1.5850  -0.548
O  0.9004  1.0753  1.5397  -0.127
O  -0.0608  -0.4225  0.3431  -0.208
O  -1.1792  0.6882  1.6956  -0.189
C  -0.2372  4.1127  2.2171  -0.569
O  -0.4598  3.4527  1.1744  -0.129
N  0.2091  3.5182  3.3334  0.232
N  -0.4285  5.4436  2.2985  0.214
H  0.1575  4.0259  4.1984  0.135
H  0.3360  2.5188  3.2595  0.108
H  0.0291  5.9443  3.0403  0.131
H  -0.7748  5.9327  1.4916  0.129
C  -3.4719  -0.1040  -1.0126  -0.591
O  -2.2420  0.1879  -1.1216  -0.140
N  -4.2448  -0.2057  -2.1057  0.218
N  -4.0701  -0.2400  0.1781  0.236
H  -5.2228  -0.4362  -2.0900  0.134
H  -3.7629  -0.0970  -2.9825  0.129
H  -3.4260  -0.3290  0.9525  0.078
H  -5.0263  -0.5513  0.1673  0.140
C  0.0325  -3.4571  -2.1083  -0.681
O  0.0650  -4.4637  -2.7736  0.078
N  1.0620  -3.0144  -1.3290  0.152
N  -1.0984  -2.6588  -1.9698  0.150
H  1.0264  -2.2578  -0.6660  0.048
H  1.9107  -3.5535  -1.3800  0.116
H  -1.9953  -3.1029  -1.8958  0.102
H  -0.8928  -1.8309  -1.4303  0.034
C  0.6498  0.5052  -3.2862  -0.561
O  0.2507  0.8933  -2.1583  -0.132
N  1.0600  -0.7499  -3.4968  0.234
N  0.5904  1.2301  -4.4144  0.205
H  1.2725  -1.0426  -4.4355  0.139
H  1.2936  -1.3352  -2.6992  0.093
H  0.7859  0.8777  -5.3357  0.133
H  0.2651  2.1799  -4.3590  0.122
C  2.5505  2.8182  -0.4324  -0.563
O  1.3161  2.7280  -0.6855  -0.140
N  3.3627  3.5306  -1.2321  0.215
N  3.1325  2.1794  0.5896  0.219
H  2.9486  3.8522  -2.0892  0.129
H  4.3426  3.5170  -1.0144  0.130
H  2.5020  1.5884  1.1317  0.072
H  4.1217  2.0029  0.6052  0.131
C  2.8580  -2.8047  1.5148  -0.685
O  1.8868  -3.0755  2.1920  0.048
N  2.9621  -1.6135  0.8209  0.141
N  3.9587  -3.6056  1.4084  0.168
H  2.1368  -1.0439  0.8506  0.042
H  3.8511  -1.2950  0.4859  0.091
H  3.8950  -4.5322  1.7890  0.119
H  4.6343  -3.3074  0.7306  0.093
C  -3.2264  -2.3858  2.5577  -0.684
O  -4.1021  -3.2038  2.6922  0.067
N  -3.0852  -1.2320  3.3114  0.152
N  -2.2818  -2.4440  1.5661  0.161
H  -2.4711  -0.5106  2.9741  0.045
H  -3.7927  -1.0633  4.0036  0.109
H  -1.7063  -1.6563  1.3311  0.034
H  -2.4469  -3.0998  0.8223  0.103

The total charge is +2.

=====

(2)
A molecular structure, C11H19N2OPTl at a distorted geometry, computed with ωB97M-V/def2-TZVPD.

Each line ends with the Löwdin charge.
CARTESIAN COORDINATES (ANGSTROEM)
Tl  -0.1124  0.2267  0.0020  0.336
H  0.8027  -1.2909  0.6488  0.067
H  0.8046  -1.4171  -0.2226  0.053
P  0.1318  0.0733  -2.5344  0.631
C  -1.4071  -0.3319  -3.2877  -0.263
H  -1.2625  -0.2165  -4.3679  0.063
H  -1.6938  -1.3675  -3.0663  0.063
H  -2.2150  0.3311  -2.9538  0.068
C  0.5420  1.7591  -2.9976  -0.251
H  1.5043  2.0715  -2.5688  0.061
H  0.6038  1.7616  -4.0912  0.060
H  -0.2287  2.4660  -2.6653  0.053
C  1.3943  -0.9747  -3.1734  -0.254
H  1.1668  -2.0294  -2.9757  0.062
H  1.4188  -0.8062  -4.2566  0.063
H  2.3793  -0.7428  -2.7470  0.070
C  -1.7982  -0.7916  0.0506  -0.188
O  -2.8713  -1.2250  0.1699  0.194
H  1.5617  0.7908  -0.0826  -0.043
H  -0.6993  1.7128  -0.2276  -0.054
N  -1.1486  -0.9448  4.1053  0.146
C  -0.9896  -1.2148  2.8056  -0.144
N  -0.5336  -0.1411  2.2195  -0.055
C  -0.3747  0.8921  3.1329  -0.211
C  0.0861  2.2187  2.9719  0.013
C  0.1067  2.9686  4.1548  -0.056
C  -0.3007  2.4349  5.3803  -0.061
C  -0.7541  1.1258  5.5164  0.018
C  -0.7819  0.3636  4.3343  -0.191
H  -1.4868  -1.5831  4.8233  0.183
H  -1.1792  -2.1785  2.3446  0.151
H  0.3878  2.5690  1.9983  0.085
H  0.4520  3.9841  4.0932  0.108
H  -0.2718  3.0356  6.2726  0.109
H  -1.0779  0.6479  6.4159  0.110

The total charge is +1.

=====

no.,M (g/mol),HOMO-LUMO gap (eV),HOMO energy (eV)
1,658.890,5.4458,-13.77
2,430.643,7.4149,-10.84